Entry 1:
Density functional theory data (ωB97M-V/def2-TZVPD) for a gas-phase ion, C6H12O (charge -1) in a non-equilibrium geometry.

```
! wB97M-V def2-TZVPD RIJCOSX def2/J DEFGRID3
* xyz -1 2
O -2.079 -1.475 1.575
C -0.333 -0.108 -0.377
C -1.216 -0.611 1.964
C 1.071 0.187 -0.923
C 2.189 -0.349 -0.009
C -1.393 0.409 -1.342
C -0.547 0.402 1.079
H 0.384 0.775 1.490
H 1.125 1.273 -1.060
H -1.532 -0.288 -2.173
H 3.104 -0.502 -0.573
H 1.845 -1.298 0.418
H -2.337 0.602 -0.847
H 1.094 -0.283 -1.917
H -0.398 -1.190 -0.303
H -1.285 1.239 0.969
H 2.350 0.341 0.810
H -1.015 1.323 -1.812
H -1.025 -0.446 3.030
*
```

For the energy above the lowest of the compared OMol25 structures with the same formula, charge and spin, the calculation gives 21.2 kJ/mol.


Entry 2:
Density functional theory data (ωB97M-V/def2-TZVPD) for a molecular structure, C6H12O in a non-equilibrium geometry.

```
! wB97M-V def2-TZVPD RIJCOSX def2/J DEFGRID3
* xyz 0 1
O -3.360 0.838 -0.430
C -1.224 0.500 -0.706
C 0.540 -0.064 0.051
C 0.643 -0.747 1.404
C 1.017 -0.979 -1.060
C -1.768 0.050 0.309
C 1.247 1.278 0.063
H 0.274 -0.113 2.212
H 1.211 1.770 -0.910
H -3.921 0.094 -0.690
H 0.973 -0.496 -2.037
H 2.305 1.141 0.315
H 0.429 -1.896 -1.100
H -1.072 1.002 -1.634
H 0.813 1.948 0.805
H 1.696 -0.961 1.622
H 0.112 -1.700 1.425
H -1.979 -0.403 1.251
H 2.064 -1.261 -0.890
*
```

For the energy above the lowest of the compared OMol25 structures with the same formula, charge and spin, the calculation gives 566.2 kJ/mol.


Entry 3:
Density functional theory data (ωB97M-V/def2-TZVPD) for a single C6H12O molecule.

```
! wB97M-V def2-TZVPD RIJCOSX def2/J DEFGRID3
* xyz 0 1
O -0.807 0.468 0.231
C -1.206 -0.510 -0.720
C 1.692 0.277 0.269
C -2.658 -0.280 -1.097
C 1.267 1.458 1.110
C 1.607 -1.116 0.851
C 0.432 1.035 -0.050
H -1.066 -1.508 -0.278
H 1.821 2.389 1.037
H 2.523 0.444 -0.418
H -2.789 0.719 -1.527
H 2.499 -1.355 1.442
H 1.514 -1.866 0.057
H -2.976 -1.016 -1.842
H 0.433 1.666 -0.942
H 0.731 -1.211 1.501
H -0.561 -0.455 -1.610
H -3.311 -0.367 -0.222
H 0.862 1.235 2.095
*
```

As for the structure (SMILES): CCO[C@H]1C[C@H]1C. For the energy above the lowest of the compared OMol25 structures with the same formula, charge and spin, the calculation gives 144.6 kJ/mol.


Entry 4:
Density functional theory data (ωB97M-V/def2-TZVPD) for 2 unconnected molecules or ions with the total composition C6H12O.

```
! wB97M-V def2-TZVPD RIJCOSX def2/J DEFGRID3
* xyz 0 1
O -0.838 -0.356 1.919
C -1.462 -0.859 1.014
C -1.835 -0.163 -0.270
C -1.245 1.239 -0.447
C 0.260 1.261 -0.429
C 1.024 1.472 -1.497
C 2.061 -1.617 0.251
H 0.599 1.654 -2.482
H 2.513 -2.596 0.432
H 0.724 1.079 0.539
H 1.693 -1.200 1.191
H -1.626 1.886 0.353
H -1.607 1.649 -1.397
H 2.109 1.471 -1.424
H 2.804 -0.944 -0.185
H -1.821 -1.908 1.095
H -2.935 -0.125 -0.293
H 1.227 -1.718 -0.449
H -1.548 -0.821 -1.103
*
```

As for the structure (SMILES): C=CCCC=O.C. For the energy above the lowest of the compared OMol25 structures with the same formula, charge and spin, the calculation gives 126.7 kJ/mol.


Entry 5:
Density functional theory data (ωB97M-V/def2-TZVPD) for a single C6H12O molecule.

```
! wB97M-V def2-TZVPD RIJCOSX def2/J DEFGRID3
* xyz 0 1
O -1.987 1.423 -0.043
C -0.875 1.921 0.635
C 0.377 1.077 0.635
C 0.239 -1.530 0.274
C 0.274 -2.663 -0.764
C 0.524 -0.137 -0.302
C 0.344 2.414 -0.067
H -0.457 -2.508 -1.567
H 0.037 -3.626 -0.295
H 1.259 -2.770 -1.234
H -2.162 0.587 0.414
H -0.155 0.034 -1.147
H 0.966 -1.755 1.065
H -1.123 2.511 1.523
H 0.314 2.393 -1.152
H 0.891 3.245 0.372
H 0.753 1.058 1.653
H -0.751 -1.523 0.749
H 1.531 -0.153 -0.749
*
```

As for the structure (SMILES): CCC[C@H]1C[C@H]1O. For the energy above the lowest of the compared OMol25 structures with the same formula, charge and spin, the calculation gives 140.0 kJ/mol.


Entry 6:
Density functional theory data (ωB97M-V/def2-TZVPD) for a single C6H12O molecule.

```
! wB97M-V def2-TZVPD RIJCOSX def2/J DEFGRID3
* xyz 0 1
O -1.231 0.861 -0.200
C -1.157 -0.340 -2.309
C 0.902 1.762 1.290
C -1.263 -0.330 -0.789
C 0.471 1.075 0.167
C 0.936 -0.299 0.418
C 0.607 -1.057 1.685
H 0.727 1.370 2.288
H 1.377 -0.904 2.446
H -1.996 0.190 -2.770
H -0.241 0.171 -2.623
H -1.132 -1.363 -2.699
H -0.362 -0.745 2.087
H 0.560 -2.134 1.483
H 1.842 -0.626 -0.099
H -2.034 -1.017 -0.394
H 1.345 2.757 1.223
H 0.839 1.495 -0.769
H -0.186 -0.866 -0.436
*
```

For the energy above the lowest of the compared OMol25 structures with the same formula, charge and spin, the calculation gives 468.5 kJ/mol.